Record 1
C24H33ClI2P2SbTc | ωB97M-V/def2-TZVPD

```
! wB97M-V def2-TZVPD RIJCOSX def2/J DEFGRID3
* xyz 3 4
I 0.0306 0.3824 -6.9855
I 0.0316 3.0836 -7.3849
Tc 0.0633 1.7515 -1.0099
P -2.1777 1.9577 -1.5591
C -2.8037 1.9511 -3.2826
C -3.4826 0.9165 -0.7289
H -4.5066 1.3098 -0.9263
H -3.9068 3.6628 -1.0883
H -3.2871 0.9464 0.3490
H -2.4126 3.9221 -0.1188
H -2.4693 1.0505 -3.7960
H -3.4426 -0.1127 -1.1082
C -2.8097 3.6332 -1.0950
H -3.8965 2.0206 -3.3249
H -2.4378 4.3390 -1.8459
H -2.3662 2.8154 -3.7951
P 2.2931 1.9837 -1.5653
C 2.8961 1.9604 -3.2968
C 2.8843 3.6780 -1.1174
H 3.4863 1.0105 0.3537
H 4.6327 1.3877 -0.9761
H 3.5759 -0.0567 -1.0999
C 3.6260 0.9777 -0.7343
H 2.4820 3.9677 -0.1427
H 3.9783 3.7127 -1.1067
H 3.9877 2.0190 -3.3496
H 2.4601 2.8224 -3.8176
H 2.4987 4.3770 -1.8673
H 2.5460 1.0566 -3.7969
Cl 0.1205 3.3945 0.6284
C 3.8360 -2.6565 2.7011
C 3.3405 -3.2024 1.5169
C 2.3776 -2.5307 0.7602
C 1.8769 -1.3181 1.2071
C 2.4101 -0.7170 2.3527
C 3.3852 -1.3888 3.1180
Sb 0.0666 -0.5188 0.2030
C -0.7387 -2.5788 0.1999
C -1.0252 -3.0888 -1.0659
C -1.3447 -4.4517 -1.2025
C -1.4759 -5.2690 -0.0721
C -1.2533 -4.7281 1.2034
C -0.8672 -3.3823 1.3342
C -1.2230 -0.0917 1.9120
C -2.4266 -0.7307 2.2194
C -3.0917 -0.4312 3.4200
C -2.5287 0.4764 4.3330
C -1.3328 1.1267 4.0028
C -0.7408 0.8971 2.7602
H 4.5898 -3.1843 3.2906
H 3.6971 -4.1587 1.1606
H 1.9865 -2.9838 -0.1369
H 2.0355 0.2676 2.6797
H 3.7800 -0.9190 4.0302
H -0.9994 -2.4461 -1.9537
H -1.4983 -4.8540 -2.2017
H -1.7597 -6.3156 -0.1889
H -1.3910 -5.3472 2.0854
H -0.6816 -2.9721 2.3378
H -2.8318 -1.4917 1.5395
H -4.0319 -0.9473 3.6313
H -3.0294 0.6911 5.2721
H -0.8275 1.8234 4.6787
H 0.1233 1.5007 2.4610
*
```

Values from the calculation:
M	892.50	g mol⁻¹
<S²>	4.016
lowest unoccupied orbital energy (alpha / beta)	-11.6 / -13.3	eV

Löwdin population analysis, charges in e, atoms 1 to 8: atom 1 (I): 0.4505, atom 2 (I): 0.5342, atom 3 (Tc): 0.2192, atom 4 (P): 0.6561, atom 5 (C): -0.2646, atom 6 (C): -0.2475, atom 7 (H): 0.0727, atom 8 (H): 0.0665

***

Record 2
C24H33ClN3PtSi2 | ωB97M-V/def2-TZVPD

```
! wB97M-V def2-TZVPD RIJCOSX def2/J DEFGRID3
* xyz -1 1
Pt 0.1535 1.2316 0.3282
C -3.5642 0.8693 0.4855
Si -2.5010 0.9114 2.0392
C -3.6151 -0.1003 3.1975
C -2.4572 2.5788 2.9105
N -0.9156 0.2975 1.7392
C -0.3140 -0.8561 2.2379
C -0.7628 -1.5734 3.3470
C -0.1410 -2.7450 3.7710
C 0.9664 -3.2141 3.0902
C 1.4506 -2.4950 2.0026
C 0.8530 -1.3060 1.5605
N 1.3121 -0.5315 0.5073
Si 2.7561 -0.9385 -0.3210
C 3.0872 0.3069 -1.6635
C 2.6922 -2.6033 -1.2267
C 4.2769 -0.9478 0.8025
H -4.5641 1.2581 0.7025
H -3.6689 -0.1852 0.2119
H -3.1647 1.3867 -0.3820
H -4.6099 0.3513 3.1144
H -3.3306 -0.0589 4.2501
H -3.7002 -1.1466 2.8980
H -3.4447 3.0510 2.9068
H -1.7301 3.2767 2.5053
H -2.1858 2.3896 3.9533
H -1.6068 -1.2140 3.9113
H -0.5258 -3.2697 4.6379
H 1.4682 -4.1226 3.4036
H 2.3324 -2.8596 1.4954
H 2.2427 0.3341 -2.3516
H 3.9813 0.0256 -2.2285
H 3.2347 1.3141 -1.2695
H 1.8489 -2.6053 -1.9239
H 2.5737 -3.4609 -0.5645
H 3.6072 -2.7514 -1.8088
H 4.3905 0.0410 1.2546
H 5.1877 -1.1706 0.2385
H 4.1931 -1.6717 1.6141
C -1.7875 -3.2980 -3.1615
C -1.4052 -3.0408 -1.8554
C -1.3099 -1.7188 -1.4355
N -1.5705 -0.6895 -2.2356
C -1.9413 -0.9437 -3.4863
C -2.0643 -2.2266 -4.0004
H -1.8676 -4.3158 -3.5237
H -1.1710 -3.8411 -1.1660
H -0.9952 -1.4703 -0.4280
H -2.1456 -0.0804 -4.1134
H -2.3669 -2.3807 -5.0282
Cl 1.5730 4.8736 0.8158
C 1.4269 3.9500 -0.6507
C 2.4174 4.0770 -1.6020
C 2.3021 3.4024 -2.8147
C 1.2281 2.5633 -3.0392
C 0.2395 2.4288 -2.0706
C 0.2600 3.1878 -0.8822
C -0.8415 3.0134 0.0672
H 3.2752 4.7020 -1.3939
H 3.0833 3.5041 -3.5574
H 1.1624 1.9957 -3.9588
H -0.6225 1.7937 -2.2379
H -0.8920 3.7719 0.8400
H -1.7926 2.9458 -0.4584
*
```

Values from the calculation:
M	650.25	g mol⁻¹
lowest unoccupied orbital energy	2.7	eV
energy above the lowest of the compared OMol25 structures with the same formula, charge and spin	8.0	kcal/mol

Löwdin population analysis, charges in e, atoms 1 to 8: atom 1 (Pt): 1.0211, atom 2 (C): -0.1857, atom 3 (Si): 0.3831, atom 4 (C): -0.2042, atom 5 (C): -0.1733, atom 6 (N): -0.2254, atom 7 (C): -0.3278, atom 8 (C): -0.0679